## 1
DFT (ωB97M-V with the def2-TZVPD basis set) results for a gas-phase ion, C3H9NS2 (charge -1).

XYZ file:
```
15
Properties=species:S:1:pos:R:3:lowdin_charge:R:1
S 3.122 -0.065 -0.693 -0.388
S 1.654 1.770 -0.009 0.244
C 0.114 1.104 -0.949 -0.532
C -0.818 0.298 -0.052 -0.296
C -0.133 -0.795 0.762 -0.321
N -1.014 -1.996 0.794 -0.044
H 0.815 2.941 0.368 -0.121
H -0.375 2.036 -1.252 0.041
H 0.547 0.534 -1.768 0.028
H -1.401 0.921 0.629 0.096
H -1.536 -0.175 -0.744 0.095
H 0.814 -0.991 0.242 0.011
H 0.025 -0.560 1.817 0.103
H -1.294 -2.172 -0.168 0.039
H -0.519 -2.851 1.024 0.044
```

Total charge   -1
2S+1   2
HOMO-LUMO gap (spin up / spin down)   6.6 / 5.9 eV
E_HOMO (spin up / spin down)   -2.94 / -2.61 eV
LUMO (spin up / spin down)   3.69 / 3.27 eV

***

## 2
DFT (ωB97M-V with the def2-TZVPD basis set) results for a gas-phase ion, C3H9NS2 (charge -1).

XYZ file:
```
15
Properties=species:S:1:pos:R:3:lowdin_charge:R:1
S -0.930 0.709 1.349 0.055
S 1.417 0.881 0.845 0.189
C 1.478 -0.363 -0.513 -0.657
C 0.364 -0.496 -1.536 -0.354
N -0.738 -1.436 -1.254 -0.156
C -2.102 -0.940 -1.400 -0.194
H -0.775 -0.082 2.416 -0.316
H 1.578 -1.332 -0.016 0.043
H 2.376 -0.150 -1.093 0.034
H -0.102 0.475 -1.761 0.087
H 0.736 -0.779 -2.529 0.090
H -0.638 -1.672 -0.272 0.055
H -2.531 -0.603 -0.462 0.011
H -2.027 -0.066 -2.052 0.058
H -2.721 -1.548 -2.069 0.054
```

Total charge   -1
2S+1   2
HOMO-LUMO gap (spin up / spin down)   5.2 / 7.2 eV
E_HOMO (spin up / spin down)   -1.13 / -3.57 eV
LUMO (spin up / spin down)   4.06 / 3.64 eV

***

Question: which arrangement is favored energetically? Ranking from most to least stable: 2, 1.

***

## 1
DFT (ωB97M-V with the def2-TZVPD basis set) results for 3 unconnected molecules or ions with the total composition C4H14N2O4.

XYZ file:
```
24
Properties=species:S:1:pos:R:3:lowdin_charge:R:1
N -0.474 -1.943 0.197 0.147
C -1.447 -0.922 0.183 -0.551
O -2.366 -0.865 0.960 0.054
N -1.459 0.086 -0.873 0.039
C -0.263 0.439 -1.594 -0.207
C 0.724 1.493 -0.892 -0.108
C 0.090 2.957 -0.697 -0.226
O 0.264 3.489 0.621 -0.091
H -0.845 -2.629 0.797 0.071
H -0.262 -2.255 -0.767 0.109
H -2.244 0.763 -0.730 0.155
H -0.626 0.888 -2.478 0.090
H 0.388 -0.434 -1.929 0.115
H 1.620 1.682 -1.450 0.096
H 0.949 1.131 0.014 0.051
H -0.949 2.981 -1.096 0.109
H 0.677 3.704 -1.251 0.112
H -0.223 3.175 1.395 0.090
O 3.025 -1.826 -1.279 0.083
H 2.174 -1.732 -1.211 -0.090
H 3.428 -1.679 -0.509 -0.019
O 0.786 -2.251 3.054 0.021
H -0.079 -2.490 2.812 0.000
H 1.239 -2.294 2.296 -0.052
```

Structure (SMILES)   NC(=O)NCCCO.O.O
HOMO-LUMO gap   10.1 eV
E_HOMO   -9.79 eV
LUMO   0.36 eV

***

## 2
DFT (ωB97M-V with the def2-TZVPD basis set) results for 3 unconnected molecules or ions with the total composition C4H14N2O4.

XYZ file:
```
24
Properties=species:S:1:pos:R:3:lowdin_charge:R:1
N 1.869 -0.001 1.798 0.169
C 1.511 0.065 0.472 -0.431
O 1.352 -0.911 -0.237 0.014
C 1.085 1.525 -0.189 -0.325
N 0.267 2.022 0.928 0.047
C 0.455 1.406 -1.515 -0.147
C -0.916 0.706 -1.422 -0.230
O -0.883 -0.378 -0.504 -0.173
H 2.323 0.821 2.113 0.088
H 2.158 -0.837 2.294 0.119
H 2.014 2.197 -0.299 0.155
H -0.112 2.870 0.530 0.084
H -0.242 1.227 1.220 0.056
H 1.070 0.639 -2.129 0.154
H 0.259 2.434 -1.919 0.135
H -1.908 1.050 -0.986 0.153
H -1.094 0.269 -2.387 0.105
H -0.402 -1.112 -0.895 0.063
O -2.843 -2.047 -1.100 -0.076
H -2.948 -1.812 -0.169 0.032
H -1.878 -1.937 -1.290 0.029
O -0.284 -2.983 2.249 -0.083
H -0.955 -3.108 1.596 -0.003
H 0.100 -2.105 1.839 0.065
```

Structure (SMILES)   NC(=O)[C@H](N)CCO.O.O
HOMO-LUMO gap   10.2 eV
E_HOMO   -9.68 eV
LUMO   0.52 eV

***

## 3
DFT (ωB97M-V with the def2-TZVPD basis set) results for 3 unconnected molecules or ions with the total composition C4H14N2O4.

XYZ file:
```
24
Properties=species:S:1:pos:R:3:lowdin_charge:R:1
N 2.213 0.360 2.524 0.014
C 1.662 -0.123 1.224 -0.152
C 0.748 -1.194 1.763 -0.482
O 1.073 -2.074 2.531 0.054
N -0.639 -1.136 1.503 0.047
C -1.468 0.010 1.014 -0.124
C -1.097 0.231 -0.501 -0.230
O -2.023 -0.446 -1.398 -0.090
H 2.452 1.336 2.562 0.062
H 3.047 -0.160 2.752 0.073
H 1.047 0.656 0.691 0.112
H 2.420 -0.598 0.602 0.121
H -1.221 -1.696 2.121 0.129
H -2.537 -0.258 0.917 0.132
H -1.186 0.927 1.534 0.114
H -1.130 1.319 -0.620 0.108
H -0.152 -0.201 -0.819 0.089
H -2.138 -1.333 -1.032 0.102
O -0.421 2.741 -2.789 -0.056
H 0.526 2.816 -2.969 0.043
H -0.489 1.950 -2.239 -0.013
O 0.115 -0.950 -3.015 -0.071
H -0.702 -0.848 -2.488 -0.018
H -0.101 -1.329 -3.867 0.036
```

Structure (SMILES)   NCC(=O)NCCO.O.O
HOMO-LUMO gap   10.0 eV
E_HOMO   -9.51 eV
LUMO   0.50 eV

***

Question: which arrangement is favored energetically? Ranking from most to least stable: 3, 1, 2.

***

## 1
DFT (ωB97M-V with the def2-TZVPD basis set) results for 2 unconnected molecules or ions with the total composition C9H10O3.

XYZ file:
```
22
Properties=species:S:1:pos:R:3:lowdin_charge:R:1
C -3.407 -1.058 -0.353 -0.047
C -1.880 -0.431 -0.313 -0.209
C -2.031 1.033 -0.228 -0.026
C -1.043 1.971 0.286 -0.071
C 0.155 1.406 0.655 -0.041
C 0.142 -0.023 0.788 -0.178
C 2.359 -1.151 0.237 -0.100
C 3.354 0.140 -0.149 -0.146
C -0.814 -0.811 0.252 -0.096
H -3.943 -0.430 -1.001 0.004
H -3.408 -2.138 -0.926 0.111
H -4.019 -1.113 0.615 0.091
H -3.072 1.427 -0.642 0.130
H -1.225 3.035 0.145 0.101
H 0.832 2.156 1.215 0.145
H 1.870 -1.550 -0.593 0.094
H 3.004 -1.941 0.774 0.149
H 4.633 0.706 -1.446 0.362
H -0.259 -1.661 0.234 0.103
O 1.421 -0.651 1.191 -0.124
O 4.757 -0.342 -0.438 -0.107
O 2.572 1.423 -0.303 -0.143
```

HOMO-LUMO gap   7.6 eV
E_HOMO   -8.64 eV
LUMO   -1.05 eV

***

## 2
DFT (ωB97M-V with the def2-TZVPD basis set) results for a molecular structure, C9H10O3.

XYZ file:
```
22
Properties=species:S:1:pos:R:3:lowdin_charge:R:1
C -2.828 -0.039 0.841 0.056
C -0.732 -0.151 -0.274 -0.188
C -0.231 -1.593 -0.158 -0.260
C -1.051 -2.653 -0.238 -0.073
C 1.112 -1.547 0.011 0.034
C 2.058 -0.432 0.166 -0.389
C 1.410 0.884 -0.006 0.028
C 0.112 0.923 -0.050 -0.162
C -0.555 2.294 -0.199 -0.075
H -3.759 0.841 0.308 0.203
H -2.407 0.390 1.486 -0.055
H -3.216 -1.051 0.879 0.083
H -1.289 -2.990 0.874 0.147
H -0.480 -3.734 -0.580 0.175
H -1.921 -2.725 -0.615 -0.001
H 2.131 -2.351 0.040 0.193
H 3.807 0.503 0.573 0.344
H 1.930 1.553 0.143 -0.014
H -1.388 2.285 -0.862 0.111
O -2.080 -0.085 -0.479 -0.156
O 3.298 -0.646 0.160 0.013
O 0.136 3.377 -0.032 -0.012
```

HOMO-LUMO gap   7.5 eV
E_HOMO   -7.89 eV
LUMO   -0.44 eV

***

Question: which arrangement is favored energetically? Ranking from most to least stable: 1, 2.

***

## 1
DFT (ωB97M-V with the def2-TZVPD basis set) results for a single C3H5ClN2OS molecule.

XYZ file:
```
13
Properties=species:S:1:pos:R:3:lowdin_charge:R:1
O -0.792 2.379 -0.033 0.083
C -0.647 1.177 0.010 -0.532
C -1.294 0.236 -1.016 -0.482
Cl -2.349 -0.979 -0.265 0.584
N 0.091 0.599 1.028 0.042
N 0.567 -0.694 0.908 -0.095
C 1.646 -1.023 0.178 -0.713
S 2.556 -0.015 -0.733 0.624
H -1.889 0.851 -1.658 0.074
H -0.528 -0.270 -1.587 0.062
H 0.708 1.240 1.500 0.149
H 0.065 -1.396 1.416 0.127
H 1.866 -2.106 0.251 0.077
```

Structure (SMILES)   O=C(CCl)NNC=S
HOMO-LUMO gap   9.4 eV
E_HOMO   -9.06 eV
LUMO   0.36 eV

***

## 2
DFT (ωB97M-V with the def2-TZVPD basis set) results for a single C3H5ClN2OS molecule.

XYZ file:
```
13
Properties=species:S:1:pos:R:3:lowdin_charge:R:1
O -2.467 1.774 -0.070 -0.082
N -3.199 0.571 -0.040 -0.069
C -2.559 -0.650 0.022 -0.486
S -0.879 -1.288 -0.283 0.810
N 0.023 0.235 -0.311 -0.335
C 1.360 0.355 -0.242 -0.325
C 2.478 -0.568 0.180 -0.592
Cl 3.942 0.397 -0.133 0.565
H -1.568 1.653 -0.299 0.008
H -3.382 -1.524 0.596 0.157
H 1.386 1.588 -0.133 0.162
H 2.440 -0.976 1.167 0.066
H 2.426 -1.565 -0.453 0.122
```

Structure (SMILES)   O/N=C\S/N=C\CCl
HOMO-LUMO gap   8.9 eV
E_HOMO   -8.92 eV
LUMO   -0.07 eV

***

Question: which arrangement is favored energetically? Ranking from most to least stable: 1, 2.